(1)
The following is a DFT calculation (the ωB97M-V functional and the def2-TZVPD basis) of a structure of composition C18H45KO12P3 in a non-equilibrium geometry.

Structure (XYZ):
```
79
C18H45KO12P3 the ωB97M-V functional and the def2-TZVPD basis
K 0.428 0.408 -0.723
C -0.393 5.222 4.105
C 0.652 5.184 2.895
O 0.008 4.455 1.856
P -0.060 2.804 1.860
O 1.200 2.209 1.387
O -1.350 2.491 0.906
C -2.614 3.035 1.198
C -3.731 2.065 0.812
O -0.593 2.303 3.298
C 0.242 1.580 4.243
C -0.534 1.177 5.432
H -0.845 4.280 4.416
H 0.147 5.614 4.968
H -1.198 5.905 3.835
H 0.933 6.172 2.531
H 1.649 4.754 2.997
H -2.713 3.397 2.221
H -2.778 3.951 0.630
H -4.432 2.665 0.232
H -3.316 1.243 0.228
H -4.192 1.712 1.734
H 0.585 0.691 3.714
H 1.121 2.086 4.642
H -1.123 1.967 5.898
H -1.311 0.433 5.261
H 0.124 0.863 6.242
C -0.077 -2.977 -5.945
C -1.129 -1.828 -5.705
O -0.523 -0.532 -5.791
P 0.582 -0.082 -4.705
O 0.216 -0.263 -3.283
O 1.926 -0.907 -5.193
C 2.467 -0.671 -6.454
C 3.695 0.262 -6.331
O 1.066 1.407 -5.043
C 0.175 2.397 -5.615
C 0.311 2.246 -7.100
H 0.488 -2.924 -5.015
H -0.556 -3.956 -5.946
H 0.695 -2.820 -6.699
H -1.780 -1.802 -6.579
H -1.741 -1.978 -4.816
H 2.593 -1.674 -6.863
H 1.674 -0.222 -7.051
H 3.292 1.196 -5.938
H 4.366 0.022 -5.507
H 4.240 0.581 -7.219
H -0.833 2.357 -5.203
H 0.607 3.309 -5.204
H -0.055 1.311 -7.525
H -0.346 2.928 -7.640
H 1.320 2.495 -7.427
C -0.787 -5.678 2.831
C -0.291 -4.380 3.374
O -0.022 -3.552 2.244
P 0.193 -2.000 2.543
O 0.187 -1.003 1.446
O -0.967 -1.603 3.670
C -2.113 -0.937 3.228
C -2.899 -1.869 2.251
O 1.513 -1.962 3.487
C 2.814 -2.221 3.058
C 3.486 -3.270 4.044
H -0.033 -6.089 2.159
H -0.865 -6.308 3.717
H -1.700 -5.591 2.242
H -1.056 -3.892 3.978
H 0.555 -4.524 4.046
H -2.760 -0.772 4.090
H -1.940 -0.022 2.661
H -2.734 -2.894 2.581
H -3.964 -1.655 2.167
H -2.443 -1.761 1.266
H 2.767 -2.655 2.059
H 3.457 -1.344 2.992
H 3.053 -4.266 3.944
H 4.547 -3.272 3.798
H 3.420 -3.019 5.103
```

Summary:
HOMO level = -0.477 hartree
energy relative to the best compared isomer or geometry (same formula, charge and spin) = 260.56 kJ/mol
LUMO = -1.996 eV
net charge = +1
frontier orbital gap = 0.404 hartree
E = -88161.045 eV

Löwdin atomic charge list, values in e, 5 entries: K 0.890; C -0.039; C -0.218; O -0.207; P 0.488

(2)
The following is a DFT calculation (the ωB97M-V functional and the def2-TZVPD basis) of a structure of composition C18H45N2O3SbSi3Sn.

Structure (XYZ):
```
73
C18H45N2O3SbSi3Sn the ωB97M-V functional and the def2-TZVPD basis
Sn -0.930 -0.009 -0.551
C -4.519 -0.776 -0.253
O -3.204 -0.445 0.230
Si -2.930 0.558 1.571
C -3.859 -0.011 3.066
C -3.466 2.277 1.121
C -1.049 0.241 1.567
Si -0.633 -1.434 2.445
C -0.801 -1.187 4.282
C -1.755 -2.789 1.808
C 1.097 -1.986 1.999
Si 0.020 1.754 2.088
C 1.658 1.286 2.841
C 0.373 2.685 0.486
C -0.931 2.787 3.312
H -4.957 0.071 -0.782
H -5.160 -1.058 0.581
H -4.430 -1.619 -0.933
H -4.912 0.254 2.942
H -3.509 0.511 3.959
H -3.799 -1.082 3.251
H -4.425 2.209 0.599
H -2.781 2.820 0.468
H -3.638 2.877 2.015
H -1.841 -1.204 4.605
H -0.355 -0.258 4.640
H -0.291 -2.010 4.791
H -2.816 -2.610 1.977
H -1.490 -3.717 2.320
H -1.623 -2.980 0.736
H 1.876 -1.371 2.445
H 1.263 -2.002 0.917
H 1.231 -3.010 2.359
H 2.304 0.784 2.123
H 1.565 0.663 3.731
H 2.150 2.214 3.147
H 1.046 2.094 -0.153
H 0.904 3.621 0.677
H -0.524 2.964 -0.078
H -1.425 2.172 4.069
H -1.680 3.424 2.845
H -0.231 3.438 3.841
O -2.342 -0.447 -2.278
N -2.532 0.753 -2.523
O -1.912 1.510 -1.708
C 1.255 2.345 -3.458
C 2.144 1.227 -2.922
Sb 1.005 -0.540 -2.589
C -0.104 -0.743 -4.399
C 0.841 -0.899 -5.588
C 2.086 -2.365 -2.382
C 3.462 -2.280 -3.036
H 1.870 3.217 -3.680
H 0.499 2.652 -2.734
H 0.748 2.065 -4.382
H 2.636 1.479 -1.987
H 2.911 0.932 -3.640
H -0.744 0.133 -4.508
H -0.753 -1.608 -4.267
H 1.495 -0.034 -5.710
H 0.255 -0.996 -6.502
H 1.464 -1.791 -5.509
H 1.455 -3.126 -2.843
H 2.158 -2.562 -1.316
H 3.401 -2.091 -4.107
H 3.978 -3.231 -2.902
H 4.077 -1.502 -2.583
C 5.297 -0.402 0.956
C 3.993 -0.318 0.314
N 2.956 -0.251 -0.176
H 5.870 -1.221 0.524
H 5.167 -0.581 2.023
H 5.840 0.531 0.812
```

Summary:
HOMO level = -0.563 hartree
energy relative to the best compared isomer or geometry (same formula, charge and spin) = 25.46 kJ/mol
LUMO = -7.165 eV
net charge = +2
frontier orbital gap = 0.300 hartree
E = -64507.095 eV

Löwdin atomic charge list, values in e, 5 entries: Sn 1.258; C -0.065; O -0.414; Si 0.335; C -0.127

(3)
The following is a DFT calculation (the ωB97M-V functional and the def2-TZVPD basis) of a cluster of 3 separate species, C18H45N8O7P3S in total in a non-equilibrium geometry.

Structure (XYZ):
```
82
C18H45N8O7P3S the ωB97M-V functional and the def2-TZVPD basis
C 2.793 1.268 -4.942
N 1.899 2.423 -4.893
C 2.675 3.662 -4.767
P 0.340 2.507 -4.157
O -0.215 3.388 -5.302
N -0.608 1.151 -4.701
C -0.076 -0.156 -5.051
C -1.708 1.439 -5.647
N 0.977 1.493 -2.839
C -0.124 1.101 -1.913
C 1.944 2.160 -1.936
H 3.185 0.962 -3.980
H 3.665 1.472 -5.577
H 2.328 0.400 -5.401
H 2.925 3.899 -3.727
H 2.105 4.511 -5.156
H 3.612 3.632 -5.330
H 0.431 -0.139 -6.020
H -0.887 -0.894 -5.127
H 0.593 -0.555 -4.286
H -1.321 1.650 -6.650
H -2.312 2.289 -5.310
H -2.406 0.599 -5.728
H -0.596 1.990 -1.476
H 0.253 0.469 -1.102
H -0.905 0.514 -2.400
H 1.565 3.129 -1.595
H 2.922 2.311 -2.391
H 2.156 1.540 -1.055
C 1.593 -4.410 0.170
N 0.699 -3.255 0.218
C 1.475 -2.015 0.344
P -0.860 -3.171 0.955
O -1.415 -2.289 -0.191
N -1.808 -4.526 0.411
C -1.276 -5.834 0.060
C -2.908 -4.239 -0.535
N -0.223 -4.184 2.272
C -1.324 -4.576 3.199
C 0.744 -3.517 3.176
H 1.985 -4.715 1.132
H 2.465 -4.205 -0.466
H 1.128 -5.277 -0.289
H 1.725 -1.778 1.385
H 0.905 -1.167 -0.045
H 2.412 -2.046 -0.219
H -0.769 -5.816 -0.908
H -2.087 -6.571 -0.015
H -0.607 -6.233 0.825
H -2.521 -4.027 -1.538
H -3.512 -3.389 -0.198
H -3.606 -5.079 -0.617
H -1.796 -3.688 3.635
H -0.947 -5.209 4.010
H -2.105 -5.163 2.712
H 0.365 -2.548 3.517
H 1.722 -3.366 2.720
H 0.956 -4.137 4.056
C 1.292 4.514 4.303
P 2.375 2.900 4.231
O 1.500 1.788 5.286
O 2.496 2.290 2.604
C 1.208 1.797 2.092
O 0.740 2.348 0.937
O 0.386 0.720 2.667
C -1.033 1.130 2.776
C -1.786 0.582 4.131
S -3.431 1.487 4.488
C -3.129 3.336 4.382
N -2.838 4.380 5.445
N -2.679 5.534 4.643
C -2.851 5.305 3.130
O -3.154 3.871 2.981
H 0.282 4.352 4.894
H 1.162 5.025 3.258
H 1.928 5.265 4.978
H 0.564 2.177 5.321
H -1.681 0.782 1.842
H -1.022 2.318 2.863
H -2.070 -0.575 4.083
H -1.117 0.808 5.094
H -2.764 6.082 2.249
```

Summary:
HOMO level = -0.287 hartree
LUMO = -1.349 eV
structure (SMILES) = CN(C)P(=O)(N(C)C)N(C)C.CN(C)P(=O)(N(C)C)N(C)C.CP(O)OC(=O)OCCSc1nnco1
frontier orbital gap = 0.238 hartree
E = -84337.151 eV

Löwdin atomic charge list, values in e, 5 entries: C -0.134; N -0.317; C -0.149; P 0.770; O -0.324